[1]
{
  "formula": "C6H10",
  "method": "ωB97M-V/def2-TZVPD",
  "largest_force_ha_per_bohr": 0.0748,
  "molar_mass_g_mol": 82.1,
  "e_tot_ev": -6382.7054,
  "charge": 0,
  "e_above_lowest_kj_mol": 111.4,
  "e_homo_ev": -9.3,
  "symbols": ["C", "C", "C", "C", "C", "C", "H", "H", "H", "H", "H", "H", "H", "H", "H", "H"],
  "xyz": [[1.928, -0.018, -0.262], [0.457, -0.014, 0.513], [-0.345, -1.309, 0.025], [-1.699, -0.641, -0.104], [-1.690, 0.649, -0.130], [-0.356, 1.277, 0.086], [2.593, -0.699, 0.298], [1.639, -0.135, -1.347], [2.311, 1.003, -0.206], [0.693, -0.098, 1.551], [0.201, -1.589, -0.863], [-0.325, -2.063, 0.749], [-2.651, -1.227, -0.136], [-2.571, 1.190, -0.278], [0.172, 1.728, -0.803], [-0.357, 1.945, 0.905]]
}


[2]
{
  "formula": "C2H3NO3P",
  "method": "ωB97M-V/def2-TZVPD",
  "largest_force_ha_per_bohr": 0.1001,
  "molar_mass_g_mol": 120.0,
  "e_tot_ev": -19042.8929,
  "charge": -1,
  "e_above_lowest_kj_mol": 452.2,
  "e_homo_ev": -2.4,
  "symbols": ["O", "P", "O", "C", "C", "N", "O", "H", "H", "H"],
  "xyz": [[-1.376, -1.083, 3.116], [-0.265, -0.588, 2.271], [-1.002, -0.467, 0.802], [-0.604, 0.081, -0.425], [0.899, -0.127, -0.618], [1.657, 0.603, -1.263], [1.337, 1.714, -1.885], [-0.721, 1.189, -0.493], [-1.294, -0.395, -1.304], [1.369, -0.928, -0.201]]
}


[3]
{
  "formula": "C48H68N10O14",
  "method": "ωB97M-V/def2-TZVPD",
  "largest_force_ha_per_bohr": 0.0807,
  "molar_mass_g_mol": 1009.1,
  "e_tot_ev": -94426.1272,
  "charge": 0,
  "e_homo_ev": -9.3,
  "symbols": ["C", "C", "C", "C", "C", "C", "N", "O", "O", "H", "H", "H", "H", "H", "C", "C", "C", "C", "C", "C", "N", "O", "O", "H", "H", "H", "H", "H", "C", "C", "C", "C", "C", "C", "N", "O", "O", "H", "H", "H", "H", "H", "C", "C", "C", "C", "C", "C", "N", "O", "O", "H", "H", "H", "H", "H", "C", "O", "C", "C", "O", "C", "H", "H", "H", "H", "H", "H", "H", "H", "H", "H", "C", "O", "C", "C", "O", "C", "H", "H", "H", "H", "H", "H", "H", "H", "H", "H", "C", "O", "C", "C", "O", "C", "H", "H", "H", "H", "H", "H", "H", "H", "H", "H", "C", "C", "N", "H", "H", "H", "C", "C", "N", "H", "H", "H", "C", "C", "N", "H", "H", "H", "C", "C", "N", "H", "H", "H", "C", "C", "N", "H", "H", "H", "C", "C", "N", "H", "H", "H"],
  "xyz": [[0.093, -6.171, -5.718], [0.878, -5.116, -6.151], [1.513, -4.323, -5.241], [1.330, -4.536, -3.846], [0.420, -5.504, -3.410], [-0.227, -6.261, -4.384], [2.083, -3.756, -2.921], [2.952, -2.999, -3.264], [1.815, -3.887, -1.695], [-0.426, -6.849, -6.380], [1.173, -5.028, -7.186], [2.216, -3.619, -5.661], [0.307, -5.700, -2.354], [-0.800, -7.053, -3.926], [4.783, 2.996, 2.806], [4.347, 1.833, 2.062], [4.644, 1.745, 0.670], [5.380, 2.710, 0.002], [5.882, 3.785, 0.815], [5.559, 3.926, 2.183], [5.619, 2.645, -1.451], [6.091, 3.677, -1.971], [5.506, 1.581, -2.083], [4.562, 3.047, 3.862], [3.619, 1.138, 2.452], [4.111, 0.952, 0.166], [6.495, 4.569, 0.394], [5.911, 4.742, 2.798], [-5.737, -3.286, 2.691], [-4.863, -2.561, 3.484], [-3.923, -1.773, 2.853], [-3.793, -1.719, 1.429], [-4.701, -2.474, 0.671], [-5.642, -3.216, 1.308], [-2.707, -0.947, 0.827], [-2.444, -1.003, -0.367], [-2.040, -0.199, 1.545], [-6.358, -4.002, 3.209], [-4.921, -2.714, 4.551], [-3.340, -1.123, 3.489], [-4.519, -2.574, -0.388], [-6.314, -3.790, 0.687], [0.332, 2.294, 2.638], [1.121, 3.436, 2.532], [0.998, 4.365, 3.556], [0.107, 4.231, 4.625], [-0.623, 3.017, 4.693], [-0.495, 2.094, 3.718], [-0.016, 5.251, 5.718], [0.807, 6.149, 5.797], [-1.018, 5.149, 6.442], [0.417, 1.593, 1.820], [1.714, 3.653, 1.655], [1.621, 5.247, 3.530], [-1.308, 2.904, 5.520], [-1.128, 1.221, 3.764], [-2.526, 4.725, -0.587], [-3.438, 3.939, 0.230], [-2.962, 2.781, 0.937], [-4.117, 2.300, 1.796], [-5.105, 1.683, 0.988], [-6.135, 1.125, 1.713], [-1.526, 4.676, -0.156], [-2.925, 5.740, -0.588], [-2.428, 4.414, -1.627], [-2.052, 3.022, 1.486], [-2.686, 2.016, 0.211], [-4.575, 3.190, 2.227], [-3.622, 1.700, 2.560], [-6.683, 1.843, 2.323], [-5.719, 0.318, 2.316], [-6.889, 0.749, 1.022], [3.117, -2.016, 1.315], [2.222, -0.916, 1.073], [1.490, -1.065, -0.171], [0.643, 0.134, -0.529], [1.368, 1.335, -0.642], [0.636, 2.462, -1.063], [3.597, -1.800, 2.270], [3.858, -2.084, 0.519], [2.635, -2.994, 1.327], [0.892, -1.940, 0.085], [2.116, -1.312, -1.028], [-0.086, 0.341, 0.255], [0.073, -0.025, -1.444], [-0.139, 2.799, -0.374], [0.298, 2.326, -2.090], [1.452, 3.184, -1.045], [-2.702, 1.063, -3.385], [-3.892, 1.681, -3.650], [-4.745, 1.867, -2.505], [-6.057, 2.676, -2.739], [-6.820, 2.102, -3.815], [-8.051, 2.745, -4.039], [-2.254, 0.975, -4.375], [-2.904, 0.118, -2.881], [-2.111, 1.733, -2.761], [-4.126, 2.410, -1.790], [-4.923, 0.881, -2.075], [-5.844, 3.739, -2.849], [-6.654, 2.718, -1.828], [-8.766, 2.561, -3.237], [-8.434, 2.368, -4.987], [-7.949, 3.828, -4.107], [0.151, 3.356, -5.626], [-0.131, 4.101, -4.365], [-0.287, 4.739, -3.432], [0.712, 2.422, -5.612], [0.769, 4.015, -6.237], [-0.798, 3.191, -6.137], [3.000, 0.040, -3.815], [2.932, 1.511, -3.904], [2.848, 2.684, -4.001], [3.552, -0.259, -2.924], [3.439, -0.422, -4.699], [1.965, -0.300, -3.794], [-0.434, -2.117, 3.493], [-0.682, -1.399, 4.728], [-0.916, -0.809, 5.729], [0.279, -2.919, 3.683], [0.031, -1.549, 2.688], [-1.324, -2.658, 3.172], [3.264, -4.808, 4.047], [4.036, -6.060, 3.736], [4.582, -7.075, 3.481], [2.225, -5.088, 3.874], [3.695, -4.110, 3.329], [3.328, -4.458, 5.077], [6.965, -1.188, 2.432], [6.643, -2.417, 1.670], [6.399, -3.416, 1.102], [7.208, -0.387, 1.734], [7.886, -1.402, 2.974], [6.049, -1.128, 3.021], [3.896, -5.691, -0.150], [2.710, -6.538, 0.108], [1.758, -7.174, 0.278], [4.193, -5.645, -1.198], [4.733, -6.185, 0.344], [3.709, -4.739, 0.346]]
}